1.
DFT (ωB97M-V with the def2-TZVPD basis set) results for CH2ClNO as an isolated structure.

Each line ends with the Mulliken charge.
CARTESIAN COORDINATES (ANGSTROEM)
C (0.35, 0.29, -0.08)  -0.142
N (-0.09, -1.05, -0.18)  -0.008
O (-1.20, -1.37, 0.14)  -0.252
Cl (-1.00, 1.54, 0.03)  -0.168
H (0.87, 0.43, -1.01)  0.280
H (1.07, 0.16, 1.10)  0.289

Summary:
Kohn-Sham gap in eV: 9.12

2.
DFT (ωB97M-V with the def2-TZVPD basis set) results for a 2-piece molecular cluster, CH2ClNO overall.

Each line ends with the Mulliken charge.
CARTESIAN COORDINATES (ANGSTROEM)
C (-0.74, -0.37, 0.12)  -0.500
N (0.93, 1.27, -0.19)  0.156
O (2.00, 0.98, 0.03)  -0.174
Cl (0.20, -1.77, 0.00)  -0.122
H (-0.95, 0.23, -0.80)  0.283
H (-1.43, -0.34, 0.86)  0.357

Summary:
Kohn-Sham gap (spin up / spin down) in eV: 8.42 / 8.20

Verdict on stability: 1 comes out on top.

1.
DFT (ωB97M-V with the def2-TZVPD basis set) results for a 2-piece molecular cluster, C5H11NS overall.

Each line ends with the Mulliken charge.
CARTESIAN COORDINATES (ANGSTROEM)
C (1.27, 0.92, -0.74)  -0.986
C (0.97, -2.15, 0.13)  -0.740
C (0.28, 0.13, -1.16)  0.746
C (-0.71, 0.21, -2.30)  -1.086
C (-0.48, 0.94, 2.61)  -1.274
N (-1.60, -1.55, 0.12)  -0.736
S (-0.21, -0.93, 0.34)  0.385
H (1.76, 0.68, 0.13)  0.267
H (1.66, 1.78, -1.24)  0.283
H (0.68, -3.17, 0.00)  0.332
H (1.82, -2.15, 0.69)  0.346
H (-1.48, 0.84, -2.18)  0.294
H (-0.06, 0.57, -3.25)  0.279
H (-1.04, -0.75, -2.36)  0.392
H (0.34, 1.35, 2.21)  0.433
H (-1.43, 1.32, 2.71)  0.380
H (0.01, 0.29, 3.25)  0.448
H (-2.16, -1.35, 0.96)  0.236

Summary:
Kohn-Sham gap (spin up / spin down) in eV: 8.55 / 7.61

2.
DFT (ωB97M-V with the def2-TZVPD basis set) results for one molecule with the formula C5H11NS.

Each line ends with the Mulliken charge.
CARTESIAN COORDINATES (ANGSTROEM)
C (-2.02, 1.05, -0.06)  -1.750
C (-0.65, 0.41, -0.17)  1.662
C (-0.46, -0.64, 0.98)  -1.331
S (1.14, -1.46, 1.18)  -0.190
C (0.38, 1.54, -0.26)  -0.889
C (0.82, 0.94, -1.58)  -0.509
N (-0.30, -0.10, -1.47)  -0.669
H (-2.06, 1.59, 0.84)  0.433
H (-2.24, 1.71, -0.93)  0.362
H (-2.74, 0.25, 0.01)  0.416
H (-0.70, -0.29, 1.96)  0.410
H (-1.16, -1.43, 0.76)  0.463
H (0.68, -2.63, 0.64)  0.131
H (-0.07, 2.53, -0.33)  0.298
H (1.15, 1.56, 0.50)  0.290
H (1.78, 0.48, -1.60)  0.241
H (0.75, 1.47, -2.46)  0.309
H (0.12, -1.06, -1.43)  0.324

Summary:
Structure (SMILES): C[C@]1(CS)CCN1
Kohn-Sham gap in eV: 9.61

Verdict on stability: 2 comes out on top.

1.
DFT (ωB97M-V with the def2-TZVPD basis set) results for one molecule with the formula C3H5NS.

Each line ends with the Mulliken charge.
CARTESIAN COORDINATES (ANGSTROEM)
C (1.13, 0.11, -0.25)  0.031
C (1.11, 1.24, 0.47)  -0.565
C (-0.01, -0.76, -0.62)  -0.484
N (-1.99, -0.15, 0.89)  -0.490
S (-1.50, 0.37, -0.55)  0.080
H (2.11, -0.36, -0.61)  0.259
H (1.96, 1.79, 0.81)  0.311
H (-0.03, -1.36, -1.59)  0.373
H (-0.17, -1.49, 0.30)  0.244
H (-2.61, 0.60, 1.15)  0.240

Summary:
Kohn-Sham gap (spin up / spin down) in eV: 9.20 / 7.33

2.
DFT (ωB97M-V with the def2-TZVPD basis set) results for one molecule with the formula C3H5NS.

Each line ends with the Mulliken charge.
CARTESIAN COORDINATES (ANGSTROEM)
C (-1.50, 0.70, -0.36)  -0.675
N (-0.16, 0.33, -0.65)  -0.304
C (0.44, -0.45, 0.18)  0.154
C (1.88, -0.72, 0.23)  -0.267
S (3.00, 0.03, -0.66)  -0.174
H (-1.70, 0.60, 0.71)  0.315
H (-1.66, 1.78, -0.65)  0.238
H (-2.10, 0.03, -0.93)  0.283
H (-0.19, -0.85, 1.09)  0.154
H (1.97, -1.45, 1.03)  0.275

Summary:
Structure (SMILES): C/N=C/C=S
Kohn-Sham gap in eV: 7.78

Verdict on stability: 2 comes out on top.

1.
DFT (ωB97M-V with the def2-TZVPD basis set) results for one molecule with the formula C3H5NS.

Each line ends with the Mulliken charge.
CARTESIAN COORDINATES (ANGSTROEM)
C (2.28, -0.40, -0.09)  -0.752
C (1.02, -0.71, 0.13)  -0.200
C (-0.12, 0.19, -0.06)  0.266
N (0.25, 1.45, -0.01)  -0.485
S (-1.72, -0.37, -0.04)  -0.293
H (2.98, -1.18, -0.26)  0.307
H (2.44, 0.56, -0.49)  0.362
H (0.59, -1.63, 0.72)  0.229
H (-0.51, 2.15, 0.12)  0.280
H (1.06, 1.42, 0.76)  0.286

Summary:
Structure (SMILES): C=CC(N)=S
Kohn-Sham gap in eV: 8.16

2.
DFT (ωB97M-V with the def2-TZVPD basis set) results for one molecule with the formula C3H5NS.

Each line ends with the Mulliken charge.
CARTESIAN COORDINATES (ANGSTROEM)
C (-0.49, 1.90, 0.83)  -0.653
C (0.65, 1.62, 0.23)  0.048
N (1.11, 0.31, -0.23)  -0.221
C (0.61, -0.97, -0.39)  -0.097
S (-0.96, -1.42, -0.21)  -0.324
H (-1.18, 1.14, 1.16)  0.231
H (-0.69, 2.96, 1.07)  0.227
H (1.39, 2.37, -0.05)  0.239
H (2.03, 0.48, -0.67)  0.240
H (1.45, -1.63, -0.57)  0.310

Summary:
Structure (SMILES): C=CNC=S
Kohn-Sham gap in eV: 8.90

Verdict on stability: 2 comes out on top.

1.
DFT (ωB97M-V with the def2-TZVPD basis set) results for one molecule with the formula C3H5NS.

Each line ends with the Mulliken charge.
CARTESIAN COORDINATES (ANGSTROEM)
C (1.43, -0.52, -0.08)  -0.755
C (0.17, -0.93, 0.06)  -0.103
C (-1.03, -0.03, -0.03)  0.360
N (-0.69, 1.28, 0.03)  -0.399
S (-2.54, -0.55, -0.02)  -0.340
H (2.20, -1.29, 0.00)  0.241
H (1.72, 0.51, -0.26)  0.239
H (-0.07, -1.99, 0.15)  0.312
H (-1.37, 1.93, -0.36)  0.225
H (0.17, 1.60, 0.50)  0.219

Summary:
Structure (SMILES): C=CC(N)=S
Kohn-Sham gap in eV: 8.47

2.
DFT (ωB97M-V with the def2-TZVPD basis set) results for one molecule with the formula C3H5NS.

Each line ends with the Mulliken charge.
CARTESIAN COORDINATES (ANGSTROEM)
S (-2.13, -1.61, 0.78)  -0.284
C (-1.28, -0.73, -0.38)  -0.190
N (0.03, -0.38, -0.36)  -0.111
C (0.86, 0.06, 0.78)  -0.316
C (0.65, 1.01, -0.43)  -0.343
H (-1.80, -0.80, -1.35)  0.312
H (0.35, 0.05, 1.82)  0.254
H (1.90, -0.47, 0.82)  0.187
H (-0.03, 1.84, -0.40)  0.284
H (1.46, 1.03, -1.27)  0.207

Summary:
Structure (SMILES): S=CN1CC1
Kohn-Sham gap in eV: 8.64

3.
DFT (ωB97M-V with the def2-TZVPD basis set) results for C3H5NS as an isolated structure.

Each line ends with the Mulliken charge.
CARTESIAN COORDINATES (ANGSTROEM)
C (0.11, 0.36, -1.57)  -0.106
C (0.34, 0.43, 1.04)  -0.419
C (-0.71, -0.74, 0.69)  -0.452
H (-0.86, 0.17, -2.22)  0.276
H (1.28, 0.00, 1.28)  0.329
H (-0.06, 1.13, 1.67)  0.258
H (0.25, -1.65, 0.52)  0.195
H (-1.80, -0.81, 0.87)  0.295
N (-0.24, 0.38, -0.20)  -0.110
S (1.68, 0.72, -2.09)  -0.266

Summary:
Kohn-Sham gap in eV: 8.70

Verdict on stability: 1 comes out on top.

1.
DFT (ωB97M-V with the def2-TZVPD basis set) results for one molecule with the formula C22H31N7.

Each line ends with the Mulliken charge.
CARTESIAN COORDINATES (ANGSTROEM)
C (-0.08, -0.79, -3.24)  -0.601
C (-0.23, -0.51, -1.92)  -0.349
C (0.55, 0.53, -1.28)  0.600
N (0.56, 0.92, -0.08)  -0.802
C (-0.06, 0.13, 0.99)  0.103
C (0.19, -1.39, 1.12)  -0.925
N (1.16, -1.15, 2.19)  -0.055
C (1.30, -2.06, 3.32)  0.191
C (1.76, -3.47, 2.88)  -0.815
C (1.87, -4.44, 4.07)  -0.727
C (2.80, -3.88, 5.18)  -0.683
C (2.38, -2.46, 5.61)  -0.704
C (2.26, -1.51, 4.40)  -0.798
C (0.61, 0.20, 2.36)  -1.015
N (1.43, 1.15, -2.21)  0.020
C (1.55, 0.79, -3.58)  0.527
N (2.47, 1.49, -4.44)  0.146
C (2.10, 1.83, -5.82)  -0.916
C (1.21, 3.10, -5.85)  -0.400
N (1.86, 4.14, -5.04)  1.035
N (1.46, 5.42, -5.05)  -1.587
C (2.19, 5.99, -4.14)  0.472
C (3.06, 5.12, -3.50)  0.524
C (2.83, 3.89, -4.08)  0.110
C (3.42, 2.49, -3.91)  -1.604
C (3.90, 5.84, -2.48)  -0.697
C (3.11, 7.14, -2.29)  -0.621
C (2.29, 7.39, -3.58)  -0.444
N (0.80, -0.14, -4.07)  -0.509
H (-0.68, -1.56, -3.70)  0.390
H (-0.96, -1.06, -1.36)  0.441
H (-1.12, 0.42, 1.02)  0.380
H (-0.70, -1.92, 1.46)  0.296
H (0.61, -1.91, 0.26)  0.610
H (0.32, -2.17, 3.79)  0.188
H (1.07, -3.87, 2.14)  0.363
H (2.72, -3.39, 2.38)  0.309
H (0.88, -4.63, 4.49)  0.349
H (2.25, -5.41, 3.73)  0.337
H (2.80, -4.55, 6.04)  0.334
H (3.82, -3.86, 4.81)  0.321
H (1.43, -2.51, 6.13)  0.345
H (3.10, -2.07, 6.32)  0.344
H (3.25, -1.37, 3.95)  0.303
H (1.93, -0.53, 4.74)  0.379
H (1.36, 0.98, 2.48)  0.405
H (-0.12, 0.27, 3.17)  0.339
H (2.00, 1.90, -1.84)  0.175
H (3.02, 2.01, -6.39)  0.355
H (1.60, 0.99, -6.31)  0.401
H (1.04, 3.48, -6.86)  0.398
H (0.24, 2.90, -5.40)  0.303
H (3.68, 2.29, -2.87)  0.496
H (4.35, 2.41, -4.46)  0.226
H (4.02, 5.29, -1.55)  0.313
H (4.90, 6.06, -2.87)  0.276
H (2.42, 7.02, -1.45)  0.277
H (3.75, 7.99, -2.04)  0.339
H (2.79, 8.07, -4.26)  0.245
H (1.31, 7.82, -3.35)  0.285

Summary:
Structure (SMILES): c1c/c(=N\C2CN(C3CCCCC3)C2)[nH]c(N2CCn3nc4c(c3C2)CCC4)n1
Kohn-Sham gap in eV: 8.61

2.
DFT (ωB97M-V with the def2-TZVPD basis set) results for one molecule with the formula C22H31N7.

Each line ends with the Mulliken charge.
CARTESIAN COORDINATES (ANGSTROEM)
C (0.60, 2.30, -2.48)  -0.714
C (1.11, 1.18, -1.92)  -0.384
C (0.39, 0.56, -0.84)  0.547
N (0.65, -0.47, -0.14)  -0.778
C (1.86, -1.18, -0.46)  0.039
C (3.17, -0.50, 0.02)  -0.799
N (3.15, -1.36, 1.22)  -0.069
C (4.41, -1.91, 1.67)  0.249
C (5.33, -0.79, 2.14)  -0.793
C (6.66, -1.35, 2.67)  -0.721
C (6.42, -2.36, 3.78)  -0.647
C (5.49, -3.48, 3.32)  -0.716
C (4.17, -2.91, 2.80)  -0.756
C (2.20, -2.28, 0.56)  -0.929
N (-0.80, 1.24, -0.51)  0.045
C (-1.22, 2.37, -1.14)  0.730
N (-2.37, 2.97, -0.68)  0.039
C (-2.93, 4.04, -1.50)  -0.965
C (-3.71, 3.47, -2.68)  -0.353
N (-4.60, 2.43, -2.19)  1.037
N (-5.56, 1.92, -2.98)  -1.627
C (-6.05, 0.92, -2.26)  0.359
C (-5.40, 0.77, -1.03)  0.660
C (-4.46, 1.77, -1.01)  0.120
C (-3.43, 2.22, -0.02)  -1.587
C (-6.00, -0.36, -0.24)  -0.659
C (-6.80, -1.11, -1.34)  -0.654
C (-7.14, -0.08, -2.45)  -0.449
N (-0.57, 2.92, -2.13)  -0.476
H (1.13, 2.79, -3.30)  0.393
H (2.04, 0.76, -2.27)  0.366
H (1.88, -1.51, -1.50)  0.469
H (4.02, -0.72, -0.64)  0.329
H (3.12, 0.57, 0.22)  0.414
H (4.91, -2.44, 0.84)  0.136
H (5.51, -0.09, 1.33)  0.366
H (4.82, -0.24, 2.94)  0.291
H (7.19, -1.83, 1.84)  0.336
H (7.29, -0.53, 3.02)  0.334
H (7.37, -2.78, 4.12)  0.327
H (5.97, -1.85, 4.64)  0.307
H (5.98, -4.05, 2.52)  0.332
H (5.30, -4.18, 4.14)  0.340
H (3.64, -2.40, 3.60)  0.286
H (3.52, -3.72, 2.44)  0.383
H (1.37, -2.61, 1.19)  0.402
H (2.70, -3.14, 0.10)  0.372
H (-1.28, 0.86, 0.28)  0.174
H (-3.59, 4.62, -0.85)  0.390
H (-2.13, 4.68, -1.86)  0.483
H (-4.31, 4.24, -3.16)  0.371
H (-3.03, 3.05, -3.41)  0.333
H (-3.05, 1.36, 0.53)  0.307
H (-3.88, 2.87, 0.73)  0.221
H (-5.27, -1.01, 0.24)  0.323
H (-6.67, 0.01, 0.54)  0.283
H (-6.16, -1.88, -1.77)  0.285
H (-7.68, -1.61, -0.95)  0.345
H (-8.12, 0.38, -2.28)  0.240
H (-7.16, -0.53, -3.44)  0.313

Summary:
Structure (SMILES): c1c/c(=N\C2CN(C3CCCCC3)C2)[nH]c(N2CCn3nc4c(c3C2)CCC4)n1
Kohn-Sham gap in eV: 8.59

Verdict on stability: 2 comes out on top.

1.
DFT (ωB97M-V with the def2-TZVPD basis set) results for a 2-piece molecular cluster, C3H9NO2S overall.

Each line ends with the Mulliken charge.
CARTESIAN COORDINATES (ANGSTROEM)
C (-0.23, -0.56, 0.28)  -0.368
C (0.52, -1.75, -0.36)  -0.643
S (-0.51, -3.23, -0.73)  -0.801
N (0.08, 0.71, -0.39)  -0.286
C (-0.89, 1.83, -0.16)  -0.417
O (-0.41, 2.90, 0.51)  -0.861
H (-1.30, -0.79, 0.22)  0.303
H (0.08, -0.46, 1.33)  0.220
H (1.29, -2.12, 0.31)  0.155
H (1.02, -1.43, -1.28)  0.219
H (0.14, 0.55, -1.39)  0.200
H (-1.77, 1.36, 0.34)  0.225
H (-1.25, 2.12, -1.18)  0.200
H (1.03, 2.87, 0.97)  0.398
H (2.13, 1.86, 0.89)  0.283
O (2.00, 2.71, 1.30)  -0.828

Summary:
Kohn-Sham gap in eV: 5.92
Total charge: -2

2.
DFT (ωB97M-V with the def2-TZVPD basis set) results for C3H9NO2S as an isolated structure.

Each line ends with the Mulliken charge.
CARTESIAN COORDINATES (ANGSTROEM)
C (0.37, -0.96, 0.12)  -0.595
O (-0.29, -1.20, -1.11)  -0.803
C (0.77, 0.51, 0.37)  0.429
C (0.53, 1.50, -0.79)  -0.842
S (1.71, 2.94, -0.72)  -0.793
N (0.18, 0.98, 1.63)  -0.745
H (-0.23, -1.39, 0.95)  0.324
H (1.26, -1.61, 0.05)  0.125
H (1.84, 0.62, 0.48)  0.231
H (-0.50, 1.81, -0.99)  0.266
H (0.82, 0.96, -1.69)  0.201
H (0.43, 1.92, 1.88)  0.243
H (-0.81, 0.79, 1.64)  0.201
H (-1.50, -1.67, -0.92)  0.405
H (-2.10, -3.01, -0.28)  0.212
O (-2.48, -2.19, -0.61)  -0.861

Summary:
Kohn-Sham gap in eV: 5.55
Total charge: -2

3.
DFT (ωB97M-V with the def2-TZVPD basis set) results for a 2-piece molecular cluster, C3H9NO2S overall.

Each line ends with the Mulliken charge.
CARTESIAN COORDINATES (ANGSTROEM)
C (0.92, -0.60, 1.17)  -0.471
C (2.46, -0.77, 0.72)  -0.612
S (3.56, 0.61, 1.36)  -0.805
N (-0.03, -1.09, 0.08)  -0.482
C (-0.59, -0.22, -1.13)  -0.474
O (-1.72, 0.51, -0.86)  -0.877
H (0.73, -1.24, 2.03)  0.377
H (0.66, 0.52, 1.30)  0.227
H (2.39, -0.59, -0.39)  0.152
H (2.76, -1.84, 0.89)  0.269
H (-0.84, -1.54, 0.44)  0.227
H (-0.69, -1.02, -1.88)  0.236
H (0.22, 0.53, -1.61)  0.187
H (-2.93, 1.50, -0.90)  0.538
H (-3.45, 2.91, -0.24)  0.241
O (-3.45, 2.33, -0.99)  -0.736

Summary:
Kohn-Sham gap in eV: 5.80
Total charge: -2

Verdict on stability: 1 comes out on top.

1.
DFT (ωB97M-V with the def2-TZVPD basis set) results for a 2-piece molecular cluster, C4H12N2 overall.

Each line ends with the Löwdin spin population.
CARTESIAN COORDINATES (ANGSTROEM)
C (2.65, -1.48, -0.24)  0.016
C (3.21, -0.82, 1.05)  0.014
N (2.24, -0.12, 1.85)  0.010
H (3.54, -2.17, -0.70)  0.002
H (1.76, -2.17, -0.07)  0.003
H (2.45, -0.89, -1.05)  0.005
H (3.66, -1.62, 1.60)  0.001
H (4.01, -0.11, 0.73)  0.002
H (2.42, -0.16, 2.87)  0.004
H (2.18, 0.83, 1.48)  0.010
C (-2.90, 1.51, -1.67)  0.142
C (-4.27, 0.57, 0.06)  0.347
N (-3.26, 0.48, -0.75)  0.236
H (-3.59, 2.39, -1.55)  0.019
H (-3.12, 1.15, -2.85)  0.090
H (-1.79, 1.55, -1.83)  0.008
H (-4.52, -0.44, 0.51)  0.039
H (-4.68, 1.50, 0.56)  0.052

Summary:
<S²>: 0.7535
Kohn-Sham gap (spin up / spin down) in eV: 1.99 / 6.28
Multiplicity: 2
Total charge: -1

2.
DFT (ωB97M-V with the def2-TZVPD basis set) results for an isolated ion of composition C4H12N2 and charge -1.

Each line ends with the Löwdin spin population.
CARTESIAN COORDINATES (ANGSTROEM)
C (0.68, 1.76, -1.89)  0.038
C (-0.27, 1.12, -0.90)  0.033
C (-0.25, -0.41, -1.04)  0.040
N (-0.65, -1.17, 0.13)  0.016
C (0.36, -1.17, 1.20)  0.299
N (-0.02, -0.28, 2.30)  0.121
H (0.49, 1.42, -2.93)  0.004
H (1.72, 1.51, -1.66)  0.013
H (0.63, 2.85, -1.98)  0.005
H (0.07, 1.34, 0.11)  0.010
H (-1.28, 1.52, -0.98)  0.007
H (0.77, -0.70, -1.31)  0.009
H (-0.83, -0.69, -1.92)  0.006
H (-1.48, -0.75, 0.52)  0.026
H (0.50, -2.20, 1.57)  0.092
H (1.30, -0.86, 0.76)  0.045
H (0.56, -0.52, 3.12)  0.137
H (-0.96, -0.54, 2.59)  0.098

Summary:
<S²>: 0.7504
Kohn-Sham gap (spin up / spin down) in eV: 2.36 / 8.65
Multiplicity: 2
Total charge: -1

Verdict on stability: 2 comes out on top.